The following is a quantum chemistry calculation of 3 unconnected molecules or ions with the total composition C47H74N2O10P2S4 at a distorted geometry, from the OMol25 dataset.

Geometry (Å):
C -2.5967 3.2742 5.0677
C -3.2934 4.6391 4.8535
C -3.0614 5.3135 3.4837
C -3.2636 4.4068 2.2565
N -2.1480 4.4934 1.2830
C -0.9943 3.6296 1.6635
C 0.1457 4.3934 2.3850
C 0.6443 3.5917 3.6144
C 2.1893 3.7055 3.7022
C 2.7798 2.6017 4.5231
C 3.1888 2.7443 5.7899
C 3.1292 4.0267 6.5686
C 3.7184 1.5121 6.4756
O 4.6495 1.5430 7.2372
C 2.9928 0.2514 6.1229
C 2.5976 0.0931 4.8597
C 1.8517 -1.1666 4.4573
C 1.8738 -1.5013 2.9536
C 1.9374 -3.0440 2.7709
S 0.5548 -3.8281 3.6611
C -0.7852 -3.9238 2.4578
S -0.7265 -5.0774 1.3252
N -1.8707 -3.0161 2.5280
C -1.8687 -1.9923 1.5134
C -0.8730 -1.8320 0.5557
C -0.9549 -0.8365 -0.4123
C -2.0110 0.0630 -0.4464
C -3.0137 -0.0949 0.5089
C -2.9468 -1.1080 1.4469
C -2.0551 -2.4931 3.8622
C -1.7758 -1.1878 4.2561
C -2.0144 -0.8247 5.5730
C -2.4938 -1.7170 6.5200
C -2.7376 -3.0330 6.1331
C -2.5254 -3.3920 4.8125
C 2.9028 1.2265 3.9264
O 3.2533 1.1046 2.7781
C -2.5601 4.0330 0.0109
S -3.7196 2.9269 -0.2901
S -1.6219 4.8016 -1.2670
C -1.6973 3.6066 -2.6200
C -0.9256 4.0811 -3.8434
C -0.8806 2.9935 -4.9487
H -1.6999 3.3769 5.6797
H -2.3714 2.7365 4.1487
H -3.2704 2.6328 5.6431
H -4.3510 4.5167 5.0933
H -2.8941 5.3237 5.6071
H -3.7953 6.1198 3.4085
H -2.0871 5.8010 3.5078
H -3.4933 3.3698 2.5152
H -4.1329 4.7776 1.7142
H -1.3466 2.7634 2.2324
H -0.5571 3.2221 0.7510
H 0.9583 4.5288 1.6701
H -0.1675 5.3916 2.6860
H 0.3960 2.5341 3.5044
H 0.2126 4.0322 4.5124
H 2.5953 3.6166 2.6906
H 2.4660 4.6868 4.0840
H 3.7781 3.9720 7.4432
H 2.1109 4.2336 6.9071
H 3.4617 4.8825 5.9806
H 2.7892 -0.5087 6.8685
H 0.8208 -1.1088 4.8082
H 2.3275 -1.9913 4.9944
H 0.9289 -1.2081 2.4896
H 2.7422 -1.1052 2.4324
H 2.8435 -3.3735 3.2848
H 1.9933 -3.3253 1.7199
H -0.0125 -2.4862 0.5123
H -0.1828 -0.7458 -1.1681
H -2.0637 0.8349 -1.2024
H -3.8468 0.5974 0.4928
H -3.7558 -1.1779 2.1664
H -1.4109 -0.4738 3.5285
H -1.8292 0.1976 5.8892
H -2.6733 -1.4228 7.5458
H -3.0914 -3.7485 6.8638
H -2.7187 -4.4202 4.5214
H -2.7470 3.4946 -2.8933
H -1.3227 2.6226 -2.3256
H -1.4350 4.9392 -4.2885
H 0.1124 4.3542 -3.6465
H -1.7475 2.3280 -4.9206
H 0.0122 2.3709 -4.8768
H -0.8803 3.4638 -5.9328
O 1.0318 8.3530 -9.5481
P 1.8874 7.2806 -8.9841
O 1.5524 5.9528 -9.8829
C 1.2721 6.0511 -11.2759
C 2.5294 6.0676 -12.1235
O 1.1276 6.9175 -7.5919
C 0.1101 7.7605 -7.0532
C -1.2586 7.2520 -7.4482
O 3.2601 6.7425 -8.3249
C 4.2852 6.0427 -9.0255
C 5.2355 6.9809 -9.7439
H 0.6571 6.9239 -11.4986
H 0.6768 5.1727 -11.5309
H 3.1539 6.9286 -11.8753
H 2.2735 6.1268 -13.1819
H 3.1234 5.1662 -11.9662
H 0.2586 8.7973 -7.3513
H 0.2081 7.7253 -5.9660
H -1.3676 7.1912 -8.5312
H -2.0436 7.9015 -7.0574
H -1.4099 6.2469 -7.0496
H 3.8729 5.2906 -9.6953
H 4.8394 5.4924 -8.2635
H 4.6971 7.6421 -10.4259
H 5.9777 6.4155 -10.3078
H 5.7559 7.6165 -9.0267
O -1.7515 -12.2331 0.6653
P -0.5083 -11.6318 1.2078
O 0.3458 -11.1622 -0.1089
C -0.3017 -10.6543 -1.2710
C -0.5940 -9.1690 -1.1731
O 0.3378 -12.9389 1.6829
C -0.2702 -14.2248 1.7885
C -0.0267 -15.0362 0.5335
O 0.3010 -10.7626 2.2997
C 0.7124 -9.4081 2.1201
C -0.3901 -8.4209 2.4449
H -1.2180 -11.2042 -1.4899
H 0.3802 -10.8336 -2.1042
H -1.2611 -8.9585 -0.3344
H -1.0739 -8.8150 -2.0863
H 0.3219 -8.5951 -1.0246
H -1.3338 -14.1411 2.0076
H 0.1944 -14.7229 2.6421
H -0.4077 -14.5210 -0.3488
H -0.5093 -16.0123 0.6038
H 1.0433 -15.1843 0.3793
H 1.1245 -9.2427 1.1267
H 1.5395 -9.2572 2.8156
H -1.2879 -8.6231 1.8557
H -0.0585 -7.3994 2.2497
H -0.6733 -8.4997 3.4957

Output
* multiplicity: 1
* E: -4972.687448 Eh

These are the Löwdin partial charges, in e, on atoms 1 to 5: -0.108 -0.232 -0.165 -0.221 -0.192

The following is a quantum chemistry calculation of C2H6N5P in the gas phase at a distorted geometry, from the OMol25 dataset.

Geometry (Å):
C 1.1947 -0.4700 -0.3756
C 0.1633 0.7457 -0.4966
N 0.9999 1.8340 -0.0149
N 2.1835 1.4739 0.1759
N -3.6335 0.9381 0.5609
N 2.4751 0.2293 -0.1278
N -1.0083 0.6086 0.2970
P -2.5851 0.3500 -0.4393
H 0.7126 -1.1176 0.5330
H 1.3307 -1.0108 -1.2000
H -0.2818 1.0809 -1.4978
H -4.6284 0.7013 0.2198
H 3.1077 -0.1804 0.5928
H -1.0416 0.7956 1.3214

Output
* multiplicity: 1
* relative energy (zero: lowest compared OMol25 entry of this formula, charge and spin): 11.2 kcal per mole
* SMILES: [H]/N=P/N[C@@H]1CNN=N1

These are the Löwdin partial charges, in e, on atoms 1 to 5: -0.106 -0.470 0.021 -0.060 -0.361